Record 1
This record from the Open Molecules 2025 dataset describes the molecule C15H22FN3S. The level of theory is ωB97M-V with the def2-TZVPD basis set.

XYZ file:
```
42
C15H22FN3S | the Open Molecules 2025 dataset | ωB97M-V with the def2-TZVPD basis set
N 1.932 -2.248 -3.828
H 2.036 -1.486 -4.491
H 2.236 -3.099 -4.287
C 0.543 -2.361 -3.414
C 0.089 -1.080 -2.714
C 1.004 -0.649 -1.566
C 1.169 -1.677 -0.445
H 1.890 -1.299 0.283
H 1.592 -2.580 -0.885
C -0.117 -2.055 0.307
N -0.444 -1.133 1.385
C -0.313 -1.702 2.601
S -0.598 -0.973 4.046
N 0.104 -2.983 2.445
H 0.040 -3.637 3.206
C 0.030 -3.396 1.063
H 0.940 -3.929 0.775
H -0.830 -4.056 0.888
C -0.884 0.222 1.212
H -1.719 0.397 1.901
H -1.243 0.345 0.188
C 0.218 1.249 1.530
C -0.320 2.638 1.363
C -0.135 3.330 0.174
C -0.678 4.594 0.037
C -1.407 5.195 1.045
C -1.590 4.497 2.227
C -1.054 3.232 2.384
H -1.199 2.694 3.309
H -2.155 4.947 3.029
H -1.814 6.184 0.900
F -0.489 5.259 -1.125
H 0.431 2.906 -0.641
H 0.530 1.090 2.563
H 1.076 1.090 0.877
H -0.955 -2.097 -0.397
H 1.996 -0.466 -1.982
H 0.627 0.292 -1.167
H -0.936 -1.218 -2.365
H 0.072 -0.270 -3.449
H -0.146 -2.559 -4.254
H 0.471 -3.210 -2.728
```

**F_max**: 0.807 eV Å⁻¹
**E_HOMO**: -8.118 eV
**Calculated total energy**: -1247.123271 a.u.
**Charge**: 0
**SMILES**: NCCCC[C@H]1CNC(=S)N1CCc1cccc(F)c1
**Relative energy (zero: lowest compared OMol25 entry of this formula, charge and spin)**: 0.1 kcal per mole
**LUMO energy**: 0.6 eV

Record 2
This record from the Open Molecules 2025 dataset describes a cluster of 10 separate species, C43H110N6O18 in total at a distorted geometry. The level of theory is ωB97M-V with the def2-TZVPD basis set.

XYZ file:
```
177
C43H110N6O18 | the Open Molecules 2025 dataset | ωB97M-V with the def2-TZVPD basis set
C 1.035 -3.387 -7.310
C 0.012 -3.721 -6.209
O 0.103 -5.101 -5.824
C -0.460 -6.085 -6.546
O -1.058 -5.920 -7.624
O -0.355 -7.251 -5.929
C -0.973 -8.376 -6.529
H 0.960 -4.031 -8.186
H 2.015 -3.572 -6.871
H 0.995 -2.336 -7.597
H -0.997 -3.463 -6.529
H 0.177 -3.076 -5.346
H -1.586 -8.983 -5.862
H -0.161 -8.994 -6.910
H -1.499 -8.169 -7.462
C 8.311 -4.623 -2.017
O 7.203 -4.246 -1.300
C 6.545 -5.377 -0.782
C 5.252 -5.012 0.073
N 5.578 -4.567 1.432
C 6.177 -3.237 1.527
C 6.524 -2.950 2.991
O 7.629 -3.807 3.367
C 8.191 -3.675 4.667
H 8.256 -5.261 -2.899
H 9.073 -4.948 -1.308
H 8.699 -3.752 -2.547
H 7.195 -5.890 -0.073
H 6.215 -6.008 -1.606
H 4.769 -5.976 0.232
H 4.475 -4.467 -0.463
H 6.220 -5.247 1.815
H 5.504 -2.441 1.210
H 7.046 -3.091 0.885
H 5.760 -3.171 3.737
H 6.841 -1.908 3.043
H 9.143 -4.205 4.640
H 7.504 -4.115 5.389
H 8.418 -2.658 4.985
C 0.714 5.008 4.503
O 1.870 5.405 3.807
C 1.799 5.211 2.411
C 2.918 6.063 1.739
N 2.592 7.509 1.836
C 3.443 8.223 0.895
C 3.226 9.732 1.017
O 4.213 10.314 0.213
C 4.239 11.724 0.325
H 0.905 5.049 5.575
H 0.460 3.953 4.392
H -0.170 5.620 4.326
H 0.863 5.596 2.005
H 1.912 4.142 2.231
H 2.875 5.717 0.706
H 3.835 5.678 2.183
H 2.982 7.753 2.735
H 3.205 7.958 -0.135
H 4.488 7.943 1.035
H 3.400 10.065 2.041
H 2.239 10.020 0.655
H 4.928 12.097 -0.434
H 4.624 12.048 1.292
H 3.322 12.264 0.088
C -7.101 4.237 3.861
O -8.200 4.654 4.582
C -7.847 5.592 5.668
C -9.133 6.186 6.256
N -10.205 5.166 6.494
C -9.977 4.646 7.867
C -11.139 3.664 8.172
O -11.037 2.488 7.332
C -12.028 1.480 7.615
H -6.474 5.034 3.462
H -7.417 3.697 2.968
H -6.434 3.540 4.369
H -7.199 6.410 5.354
H -7.282 5.042 6.421
H -9.672 6.778 5.517
H -9.161 6.883 7.093
H -9.939 4.452 5.830
H -10.033 5.483 8.563
H -8.992 4.188 7.960
H -12.103 4.158 8.051
H -11.166 3.493 9.248
H -12.292 1.363 8.666
H -11.674 0.526 7.226
H -12.913 1.813 7.074
C -6.264 -2.575 3.933
O -6.099 -3.951 3.893
C -5.891 -4.421 2.558
C -5.840 -5.923 2.509
N -5.770 -6.437 1.131
C -4.533 -6.144 0.391
C -3.282 -6.965 0.688
O -3.438 -8.336 0.281
C -2.286 -9.096 0.514
H -5.456 -2.059 3.416
H -6.373 -2.292 4.980
H -7.177 -2.346 3.384
H -4.909 -4.126 2.190
H -6.565 -3.975 1.827
H -6.766 -6.267 2.969
H -4.943 -6.298 3.002
H -5.919 -7.436 1.151
H -4.262 -5.091 0.467
H -4.812 -6.386 -0.635
H -3.062 -7.064 1.751
H -2.452 -6.484 0.169
H -1.994 -8.894 1.545
H -1.409 -8.873 -0.094
H -2.482 -10.153 0.338
C 11.726 -2.755 0.493
O 11.978 -1.546 -0.225
C 11.316 -0.357 0.332
C 11.505 0.843 -0.649
N 10.919 0.707 -1.967
C 9.479 0.765 -1.960
C 8.705 1.981 -1.291
O 7.542 2.323 -2.019
C 6.658 1.260 -2.470
H 10.680 -3.062 0.503
H 12.158 -2.546 1.471
H 12.261 -3.602 0.063
H 11.818 -0.073 1.257
H 10.311 -0.626 0.655
H 12.579 0.925 -0.815
H 11.196 1.724 -0.087
H 11.344 -0.117 -2.368
H 9.207 -0.207 -1.548
H 9.173 0.623 -2.996
H 9.339 2.868 -1.292
H 8.426 1.790 -0.255
H 5.855 1.775 -2.997
H 6.217 0.662 -1.673
H 7.036 0.569 -3.224
C -5.423 -0.471 -8.329
O -5.404 0.738 -7.551
C -4.484 1.733 -7.962
C -4.312 2.946 -7.055
N -3.248 2.667 -6.046
C -3.197 3.704 -4.953
C -3.604 5.176 -5.238
O -2.730 5.831 -6.187
C -1.679 6.498 -5.562
H -6.327 -0.977 -7.991
H -4.468 -0.979 -8.194
H -5.542 -0.181 -9.373
H -4.827 2.060 -8.944
H -3.551 1.240 -8.236
H -5.240 3.286 -6.595
H -4.005 3.781 -7.684
H -2.402 2.700 -6.597
H -2.226 3.675 -4.458
H -3.893 3.331 -4.202
H -3.563 5.716 -4.292
H -4.618 5.169 -5.639
H -1.013 6.891 -6.329
H -1.093 5.826 -4.934
H -2.019 7.372 -5.005
C -6.189 -1.881 -3.530
O -4.976 -1.196 -3.133
H -6.991 -1.156 -3.667
H -6.044 -2.494 -4.420
H -6.578 -2.458 -2.691
H -4.806 -0.458 -3.723
C 0.803 -3.564 5.395
O 1.167 -4.723 4.763
H -0.194 -3.685 5.819
H 1.558 -3.354 6.152
H 0.599 -2.716 4.741
H 1.853 -4.643 4.097
C -0.895 -1.999 0.200
O -1.587 -0.783 0.368
H 0.153 -1.732 0.332
H -1.247 -2.740 0.918
H -1.028 -2.485 -0.767
H -2.376 -0.965 -0.148
```

**F_max**: 3.664 eV Å⁻¹
**E_HOMO**: -8.506 eV
**Calculated total energy**: -3386.683222 a.u.
**Charge**: 0
**SMILES**: CCOC(=O)OC.COCCNCCOC.COCCNCCOC.COCCNCCOC.COCCNCCOC.COCCNCCOC.COCCNCCOC.CO.CO.CO
**Relative energy (zero: lowest compared OMol25 entry of this formula, charge and spin)**: 32.7 kcal per mole
**LUMO energy**: 0.1 eV

Record 3
This record from the Open Molecules 2025 dataset describes a cluster of 2 separate species, C9H14 in total at a distorted geometry. The level of theory is ωB97M-V with the def2-TZVPD basis set.

XYZ file:
```
23
C9H14 | the Open Molecules 2025 dataset | ωB97M-V with the def2-TZVPD basis set
C -2.617 -0.968 -3.264
C -1.339 -0.853 -2.379
H -2.822 0.040 -3.521
H -2.268 -1.584 -4.272
H -3.551 -1.529 -2.947
H -0.480 -1.283 -2.943
H -1.499 -1.551 -1.532
H -1.164 0.119 -1.936
C 1.915 2.219 0.160
C 0.675 -1.294 0.558
C 1.235 -0.120 0.052
C -0.248 -1.191 1.596
C 1.107 1.106 0.763
C -0.404 0.048 2.300
C 0.362 1.119 1.904
H 0.730 -2.312 0.169
H 1.753 -0.139 -0.851
H -0.724 -1.993 2.066
H -1.146 0.110 3.151
H 2.817 2.382 0.691
H 1.604 3.241 0.135
H 0.406 2.048 2.525
H 2.224 2.062 -0.878
```

**F_max**: 3.533 eV Å⁻¹
**E_HOMO**: -8.911 eV
**Calculated total energy**: -351.274578 a.u.
**Charge**: 0
**SMILES**: Cc1ccccc1.CC
**Relative energy (zero: lowest compared OMol25 entry of this formula, charge and spin)**: 34.9 kcal per mole
**LUMO energy**: 1.0 eV